# C3H7N2OS

C3H7N2OS as an isolated structure at a distorted geometry (ωB97M-V/def2-TZVPD, the Open Molecules 2025 dataset).

```
! wB97M-V def2-TZVPD RIJCOSX def2/J DEFGRID3
* xyz 1 1
C -1.9852 0.2978 -0.0027
C -0.7186 1.2121 -0.1600
C 0.7408 -0.7193 -0.4452
N 1.6432 -1.5498 0.1009
N 0.5702 0.5465 0.2430
O -3.0243 0.8448 0.1284
S -1.4894 -1.3787 0.0383
H -0.7279 1.6253 -1.1447
H -0.9010 2.0374 0.5154
H 0.5705 -0.8403 -1.4520
H 1.6041 -1.2851 1.0209
H 1.9656 -2.3808 -0.1685
H 1.2640 1.2870 0.1125
H 0.4881 0.3031 1.2140
*
```

Output
Energy relative to the best compared isomer or geometry (same formula, charge and spin)   69.61 kcal per mole
Max |F|   5.950 eV/A
Calculated total energy   -19078.2789 eV